Computed, not measured: a single C5H9N molecule at a distorted geometry, with wB97M-V/def2-TZVPD.

```
15
Properties=species:S:1:pos:R:3:forces:R:3
C 1.276351 -0.036207 -0.150647 1.64 1.22 3.21
C 0.386143 -1.179921 0.241709 0.30 -3.03 4.11
C -0.828259 -0.706117 -0.440546 -2.51 -0.98 4.25
N -2.132794 -0.162777 0.109071 -0.12 -0.52 -0.52
C -0.937233 0.533021 0.362556 1.97 0.70 2.19
C 0.260342 1.209563 -0.111437 1.80 3.82 -5.46
H 1.746372 0.304461 0.878166 1.02 -1.38 -2.50
H 1.899990 -0.486600 -0.972611 -0.11 2.03 0.49
H 0.764832 -2.212810 0.015047 -0.12 0.95 0.03
H 0.346699 -1.021796 1.443467 -0.35 -1.80 -2.90
H -0.648091 -0.674183 -1.433909 0.02 0.88 -3.24
H -2.511003 0.324236 -0.680778 -1.01 -0.25 -0.82
H -0.485464 0.375282 1.385871 -2.10 -0.11 -0.48
H 0.611548 2.029438 0.558039 -0.11 -0.66 -0.47
H 0.250560 1.704414 -1.203997 -0.32 -0.88 2.10
```
Positions in Å, forces in eV/Å.

Summary:
LUMO level: 1.1 eV
Relative energy (zero: lowest compared OMol25 entry of this formula, charge and spin): 147.0 kcal/mol
HOMO: -0.3090 Ha
Structure (SMILES): C1C[C@H]2N[C@@H]2C1
Net charge: 0

Now the natural (NBO) charges, all in e: C -0.448; C -0.405; C -0.109; N -0.499; C -0.116; C -0.385; H 0.213; H 0.239; H 0.211; H 0.203; H 0.183; H 0.354; H 0.161; H 0.206; H 0.194